(1)
{"formula": "C11H16Si", "method": "ωB97M-V/def2-TZVPD", "total_energy_ha": -718.03440, "gap_ev": 8.422, "de_lowest_kcal_mol": 134.25, "homo_ev": -8.089, "lumo_energy_ev": 0.33, "fmax_ev_per_a": 4.81, "multiplicity": 1, "species": ["C", "C", "C", "C", "C", "C", "C", "C", "C", "C", "C", "Si", "H", "H", "H", "H", "H", "H", "H", "H", "H", "H", "H", "H", "H", "H", "H", "H"], "xyz": [[-0.045, 2.616, 1.253], [1.037, 3.050, 0.448], [-0.775, 1.399, 1.117], [1.686, 2.129, -0.465], [1.296, 0.836, -0.661], [-0.535, 0.262, 0.504], [2.691, 2.141, -1.528], [2.271, 0.622, -1.827], [0.469, -2.331, 0.539], [-2.205, -1.886, -1.211], [-2.401, -1.906, 1.795], [-1.194, -1.481, 0.349], [-0.635, 3.179, 1.968], [1.469, 4.066, 0.496], [-1.539, 1.195, 1.896], [2.572, 2.795, -2.381], [3.737, 2.174, -1.226], [3.020, -0.170, -1.617], [1.792, 0.667, -2.865], [1.330, -1.584, 0.732], [0.323, -3.175, 1.270], [0.732, -2.925, -0.311], [-2.578, -0.870, -1.586], [-1.549, -2.279, -1.937], [-2.897, -2.720, -1.072], [-3.439, -1.356, 1.624], [-2.684, -2.958, 1.944], [-1.948, -1.488, 2.750]]}



(2)
{"formula": "C11H17BO2", "method": "ωB97M-V/def2-TZVPD", "total_energy_ha": -604.55340, "gap_ev": [4.503, 6.613], "de_lowest_kcal_mol": 0.00, "homo_ev": [-4.314, -8.803], "lumo_energy_ev": [0.19, -2.19], "fmax_ev_per_a": 6.27, "multiplicity": 3, "species": ["B", "C", "C", "C", "C", "C", "C", "C", "C", "C", "C", "C", "O", "O", "H", "H", "H", "H", "H", "H", "H", "H", "H", "H", "H", "H", "H", "H", "H", "H", "H"], "xyz": [[-0.561, 2.299, 0.232], [3.301, -0.722, 0.759], [2.342, -0.162, 1.683], [2.973, -0.809, -0.551], [1.129, 0.280, 1.215], [1.778, -0.193, -1.025], [0.855, 0.342, -0.156], [-2.058, -2.768, 0.159], [-0.908, 1.182, -1.982], [-1.010, -1.744, 0.068], [-1.608, -0.317, 0.197], [-0.504, 0.910, -0.494], [0.550, 3.100, 0.311], [-1.793, 2.751, 0.664], [4.227, -1.308, 1.036], [2.613, -0.245, 2.703], [3.587, -1.403, -1.163], [0.330, 0.507, 1.830], [1.533, -0.224, -2.085], [-2.005, -3.565, -0.690], [-3.125, -2.365, 0.108], [-2.019, -3.254, 1.099], [-1.814, 1.661, -1.869], [-1.083, 0.364, -2.659], [-0.219, 2.035, -2.445], [-0.395, -1.939, -0.752], [-0.283, -1.863, 0.940], [-2.517, -0.139, -0.289], [-1.796, 0.079, 1.252], [0.215, 3.877, 0.748], [-1.735, 3.631, 1.156]]}



(3)
{"formula": "C11H17Br2NO4S", "method": "ωB97M-V/def2-TZVPD", "total_energy_ha": -6331.28404, "gap_ev": 8.674, "homo_ev": -9.287, "lumo_energy_ev": -0.61, "fmax_ev_per_a": 0.70, "multiplicity": 1, "species": ["C", "C", "Br", "C", "Br", "C", "C", "C", "C", "N", "C", "O", "O", "C", "O", "H", "H", "H", "H", "H", "H", "H", "H", "H", "H", "H", "C", "S", "O", "C", "H", "H", "H", "H", "H", "H"], "xyz": [[-2.284, 1.465, 3.285], [-0.789, 1.283, 3.524], [0.134, 2.658, 2.499], [-0.357, -0.122, 3.105], [-0.888, -1.367, 4.525], [1.088, -0.366, 2.845], [1.597, -1.234, 1.965], [0.898, -2.164, 1.046], [1.000, -1.706, -0.408], [0.443, -0.355, -0.558], [3.073, -1.138, 2.037], [3.893, -1.791, 1.474], [3.394, -0.158, 2.947], [2.222, 0.271, 3.564], [2.245, 0.966, 4.527], [-2.847, 0.648, 3.734], [-2.611, 2.419, 3.695], [-2.478, 1.499, 2.213], [-0.575, 1.468, 4.573], [-0.917, -0.377, 2.208], [-0.148, -2.277, 1.321], [1.372, -3.146, 1.141], [0.395, -2.390, -1.007], [2.026, -1.803, -0.771], [0.054, -0.256, -1.493], [1.193, 0.325, -0.517], [-0.918, -0.523, -5.517], [-0.224, 0.868, -4.621], [-0.522, 0.637, -3.179], [-1.413, 2.084, -5.192], [-0.339, -1.406, -5.255], [-1.959, -0.661, -5.224], [-0.839, -0.338, -6.588], [-2.418, 1.763, -4.921], [-1.320, 2.196, -6.272], [-1.180, 3.027, -4.704]]}



(4)
{"formula": "C11H17Cl2ErNO2P", "method": "ωB97M-V/def2-TZVPD", "total_energy_ha": -2910.89068, "gap_ev": [8.606, 8.660], "total_charge": 2, "homo_ev": [-16.928, -16.926], "lumo_energy_ev": [-8.32, -8.27], "fmax_ev_per_a": 6.94, "multiplicity": 4, "species": ["C", "C", "H", "H", "H", "O", "Cl", "Er", "P", "C", "C", "H", "H", "H", "C", "H", "H", "H", "H", "H", "H", "C", "O", "Cl", "C", "C", "C", "N", "C", "C", "H", "H", "H", "H", "H"], "xyz": [[0.684, 3.221, -2.669], [0.171, 1.904, -2.225], [0.722, 3.924, -1.829], [0.033, 3.599, -3.468], [1.696, 3.047, -3.059], [0.025, 1.524, -1.066], [-0.250, 0.838, -3.551], [-0.626, -1.564, 0.819], [2.138, -1.191, 0.142], [3.234, -0.803, 1.535], [2.834, -2.810, -0.366], [2.557, -0.311, -2.085], [4.049, -0.376, -1.105], [2.847, 0.915, -0.824], [2.973, -0.141, -1.091], [2.416, -3.099, -1.331], [3.925, -2.731, -0.454], [4.276, -0.954, 1.234], [3.013, -1.446, 2.388], [2.586, -3.571, 0.373], [3.100, 0.238, 1.834], [0.207, 0.328, 2.026], [0.599, 1.328, 2.469], [-0.789, -3.910, 1.459], [-4.820, 0.728, 1.434], [-4.190, -0.272, 2.152], [-3.053, -0.888, 1.626], [-2.512, -0.486, 0.419], [-3.167, 0.465, -0.314], [-4.306, 1.092, 0.174], [-5.713, 1.206, 1.822], [-4.546, -0.615, 3.120], [-2.570, -1.753, 2.134], [-2.758, 0.689, -1.309], [-4.786, 1.876, -0.415]]}



(5)
{"formula": "C11H17Cl2F3O5OsS", "method": "ωB97M-V/def2-TZVPD", "total_energy_ha": -2514.31533, "gap_ev": [3.639, 4.320], "total_charge": -2, "de_lowest_kcal_mol": 34.64, "homo_ev": [0.810, 0.102], "lumo_energy_ev": [4.45, 4.42], "fmax_ev_per_a": 5.44, "multiplicity": 5, "species": ["C", "C", "C", "C", "C", "C", "C", "C", "C", "C", "Os", "Cl", "Cl", "O", "H", "H", "H", "H", "H", "H", "H", "H", "H", "H", "H", "H", "H", "H", "H", "H", "O", "H", "F", "C", "F", "F", "S", "O", "O", "O"], "xyz": [[0.417, -1.299, -2.432], [1.323, -0.207, -2.656], [0.590, 1.021, -2.434], [2.768, -0.326, -3.015], [-0.748, 0.669, -2.041], [-0.861, -0.762, -2.089], [-2.124, -1.553, -1.967], [0.706, -2.752, -2.600], [1.101, 2.413, -2.623], [-1.887, 1.626, -1.844], [0.739, -0.058, -0.515], [2.502, 1.004, 0.084], [1.543, -1.957, 0.487], [-0.396, 0.650, 0.700], [3.059, -1.382, -3.052], [3.392, 0.152, -2.251], [2.975, 0.159, -3.979], [2.130, 2.511, -2.261], [0.458, 3.123, -2.093], [1.084, 2.690, -3.686], [-1.535, 2.561, -1.390], [-2.658, 1.160, -1.216], [-2.338, 1.865, -2.821], [-2.974, -0.875, -1.834], [-2.101, -2.243, -1.112], [-2.300, -2.136, -2.887], [1.768, -2.951, -2.464], [0.410, -3.112, -3.594], [0.149, -3.320, -1.852], [-0.115, 1.821, 1.765], [-2.734, -3.346, 0.963], [-1.989, -2.961, 1.479], [2.460, 2.799, 5.273], [2.025, 2.865, 3.997], [2.160, 4.132, 3.550], [2.794, 2.053, 3.235], [0.230, 2.348, 3.839], [0.180, 0.927, 4.053], [-0.505, 3.286, 4.636], [0.022, 2.683, 2.314]]}



(6)
{"formula": "C11H17Cl3O3Pt", "method": "ωB97M-V/def2-TZVPD", "total_energy_ha": -2154.86702, "gap_ev": [4.769, 5.937], "total_charge": -2, "homo_ev": [0.228, -1.054], "lumo_energy_ev": [5.00, 4.88], "fmax_ev_per_a": 2.83, "multiplicity": 5, "species": ["C", "C", "C", "C", "C", "C", "C", "C", "C", "C", "Pt", "Cl", "Cl", "Cl", "H", "H", "H", "H", "H", "H", "H", "H", "H", "H", "H", "H", "H", "H", "H", "O", "H", "O", "C", "O", "H"], "xyz": [[0.321, -1.365, 0.496], [1.262, -0.572, 1.171], [1.624, 0.516, 0.365], [1.957, -0.949, 2.429], [0.824, 0.486, -0.859], [-0.014, -0.725, -0.777], [-0.566, -1.392, -1.976], [-0.107, -2.708, 0.915], [2.765, 1.415, 0.606], [1.206, 1.136, -2.138], [-1.179, 1.016, -0.125], [-1.187, 1.354, 2.406], [-2.750, -0.707, 0.166], [-0.091, 3.098, -0.215], [1.319, -1.546, 3.085], [2.302, -0.070, 2.984], [2.849, -1.555, 2.221], [2.732, 1.807, 1.627], [2.751, 2.252, -0.097], [3.726, 0.893, 0.513], [1.434, 2.186, -1.948], [0.392, 1.084, -2.858], [2.091, 0.651, -2.556], [-0.908, -0.649, -2.701], [-1.440, -1.991, -1.704], [0.173, -2.046, -2.446], [-0.365, -2.717, 1.982], [0.707, -3.438, 0.800], [-0.968, -3.048, 0.333], [-3.549, -1.796, -1.891], [-4.347, -1.169, -1.933], [-4.170, 3.412, 0.832], [-3.262, 2.653, 0.517], [-2.909, 2.179, -0.615], [-2.623, 2.307, 1.390]]}



(7)
{"formula": "C11H17Cl4FNO", "method": "ωB97M-V/def2-TZVPD", "total_energy_ha": -2499.62351, "gap_ev": 9.926, "total_charge": 1, "de_lowest_kcal_mol": 62.67, "homo_ev": -13.179, "lumo_energy_ev": -3.25, "fmax_ev_per_a": 5.59, "multiplicity": 1, "species": ["C", "C", "C", "C", "C", "C", "O", "F", "C", "C", "Cl", "C", "Cl", "N", "H", "H", "H", "H", "H", "H", "H", "H", "H", "H", "H", "H", "H", "Cl", "C", "C", "Cl", "H", "H", "H", "H"], "xyz": [[4.608, 1.037, 1.416], [3.697, -0.053, 1.212], [2.214, 0.157, 1.777], [1.095, 0.190, 0.617], [0.670, -1.319, 0.226], [1.399, -1.908, -1.062], [1.063, -1.716, -2.242], [2.533, -2.763, -0.802], [1.608, 1.208, -0.519], [0.409, 2.308, -0.717], [0.284, 3.190, -2.308], [-0.821, 1.372, -0.235], [-2.418, 2.242, -0.044], [-0.223, 0.801, 1.044], [5.682, 1.017, 0.996], [4.311, 2.003, 1.964], [4.070, -0.980, 0.658], [1.963, -0.631, 2.578], [2.169, 1.181, 2.316], [0.887, -1.971, 1.157], [-0.466, -1.371, 0.057], [2.489, 1.912, -0.263], [1.885, 0.739, -1.521], [0.354, 3.154, 0.074], [-0.951, 0.626, -1.108], [0.088, 1.593, 1.652], [-0.887, 0.171, 1.539], [-5.632, -3.423, -0.979], [-5.472, -1.651, -0.962], [-4.057, -1.202, -1.272], [-2.918, -1.621, 0.036], [-5.803, -1.290, 0.013], [-6.156, -1.263, -1.719], [-4.028, -0.116, -1.383], [-3.688, -1.648, -2.198]]}